1.
Below is 14 unconnected molecules or ions with the total composition C5H36N2O13 at a distorted geometry, with properties calculated with ωB97M-V/def2-TZVPD.

Values from the calculation:
Orbital gap ... 8.18 eV
Energy ... -1299.65717 a.u.

```
56
C5H36N2O13 | OMol25 | ωB97M-V/def2-TZVPD
C -3.287 1.869 1.423
O -2.771 2.741 0.754
C 0.300 0.777 -0.316
C 1.509 -0.119 -0.191
C 1.819 -0.940 -1.446
C 0.915 -1.816 -1.918
N 1.111 -2.514 -3.139
N 2.961 -0.427 -2.117
H -2.950 1.677 2.430
H -4.111 1.216 1.042
H -0.506 0.207 0.144
H 0.172 1.339 -1.255
H 2.404 0.412 0.187
H 1.571 -0.872 0.596
H 0.048 -2.002 -1.318
H 0.588 -2.160 -3.928
H 1.031 -3.518 -2.967
H 3.401 -1.155 -2.695
H 0.271 1.648 0.398
H 3.495 0.310 -1.673
H -2.480 0.220 -3.177
H -1.377 -0.730 -3.485
O -2.342 -0.647 -3.592
H -0.185 3.235 1.968
H 1.220 3.792 2.038
O 0.419 3.809 1.476
H 1.285 0.076 -3.568
H 1.123 1.292 -4.145
O 0.513 0.522 -3.970
H 1.629 3.016 0.120
H 2.895 3.842 -0.230
O 2.383 3.074 -0.489
H 0.038 -2.985 1.916
H 0.230 -2.417 3.378
O -0.391 -2.872 2.776
H -1.052 0.560 3.018
H -0.554 1.008 4.377
O -0.456 1.226 3.444
H -2.299 -0.844 1.415
H -1.678 -1.383 2.610
O -2.061 -0.529 2.323
H -2.437 -0.406 -1.110
H -2.394 -1.818 -0.542
O -2.634 -0.917 -0.298
H 1.154 1.156 2.545
H 2.680 1.335 2.777
O 2.023 0.791 2.315
H -2.771 1.730 -0.919
H -3.186 1.746 -2.366
O -2.524 1.340 -1.791
H 1.555 -3.421 -0.349
H 1.545 -3.644 1.060
O 0.917 -3.717 0.320
H 2.051 -1.041 3.115
H 1.608 -1.756 1.948
O 1.957 -1.964 2.827
```

---

2.
Below is 14 unconnected molecules or ions with the total composition C56H154N14O14 at a distorted geometry, with properties calculated with ωB97M-V/def2-TZVPD.

Values from the calculation:
Orbital gap ... 8.07 eV
Energy ... -4045.55403 a.u.

```
238
C56H154N14O14 | OMol25 | ωB97M-V/def2-TZVPD
C -12.994 -17.050 3.755
C -13.016 -16.187 2.496
C -12.221 -16.767 1.316
O -10.885 -16.930 1.693
C -10.200 -17.829 0.761
N -14.434 -15.988 2.185
H -11.975 -17.182 4.121
H -13.442 -18.032 3.601
H -13.373 -16.460 4.590
H -12.661 -15.198 2.787
H -12.266 -16.098 0.456
H -12.737 -17.665 0.977
H -10.317 -17.758 -0.321
H -10.466 -18.851 1.029
H -9.136 -17.862 0.991
H -14.954 -16.820 1.945
H -14.919 -15.622 2.992
C -15.119 -14.929 11.349
C -15.942 -15.973 10.489
C -16.200 -17.327 11.180
O -14.978 -17.934 11.404
C -15.053 -19.034 12.240
N -17.111 -15.246 10.095
H -15.754 -14.400 12.060
H -14.645 -14.119 10.794
H -14.393 -15.533 11.892
H -15.382 -16.131 9.567
H -16.801 -18.068 10.653
H -16.806 -17.157 12.070
H -15.250 -18.717 13.264
H -14.199 -19.699 12.114
H -15.917 -19.615 11.916
H -17.542 -15.678 9.289
H -16.797 -14.356 9.737
C -6.115 -14.185 14.013
C -7.134 -14.983 13.234
C -7.147 -16.441 13.757
O -8.162 -17.157 13.118
C -8.155 -18.519 13.576
N -8.403 -14.340 13.430
H -5.987 -13.210 13.542
H -5.139 -14.662 13.927
H -6.413 -14.136 15.060
H -6.832 -14.952 12.187
H -7.399 -16.406 14.817
H -6.180 -16.881 13.515
H -7.160 -18.938 13.425
H -8.837 -19.032 12.900
H -8.516 -18.620 14.600
H -9.000 -14.493 12.630
H -8.825 -14.648 14.294
C -8.524 -17.703 17.881
C -8.041 -16.211 17.906
C -9.189 -15.197 17.404
O -9.601 -15.329 16.021
C -10.953 -14.814 15.766
N -7.497 -15.887 19.264
H -7.726 -18.328 18.282
H -8.727 -18.036 16.863
H -9.475 -17.897 18.377
H -7.295 -16.172 17.111
H -8.855 -14.162 17.482
H -10.057 -15.306 18.053
H -11.134 -14.608 14.711
H -11.058 -13.841 16.245
H -11.754 -15.443 16.155
H -7.346 -14.895 19.375
H -8.311 -16.032 19.843
C -5.787 -14.168 8.577
C -7.025 -13.216 8.817
C -7.100 -11.945 7.878
O -6.003 -11.056 7.951
C -6.037 -10.129 8.973
N -8.233 -14.005 8.556
H -5.712 -14.453 7.528
H -5.811 -15.018 9.259
H -4.830 -13.663 8.705
H -6.948 -12.869 9.848
H -8.061 -11.461 8.053
H -7.030 -12.292 6.847
H -5.108 -9.577 9.119
H -6.175 -10.739 9.866
H -6.826 -9.403 8.774
H -8.086 -14.877 9.043
H -8.246 -14.401 7.627
C -11.563 -16.927 12.536
C -10.908 -17.212 11.191
C -11.841 -17.172 9.980
O -11.122 -17.685 8.833
C -11.803 -17.422 7.571
N -9.721 -16.264 11.134
H -12.364 -17.643 12.720
H -12.016 -15.936 12.505
H -10.944 -16.948 13.432
H -10.466 -18.207 11.241
H -12.153 -16.159 9.724
H -12.670 -17.875 10.062
H -12.586 -18.161 7.400
H -11.078 -17.487 6.759
H -12.185 -16.402 7.590
H -9.220 -16.413 11.998
H -9.047 -16.497 10.420
C -14.901 -15.130 18.422
C -16.152 -15.379 17.497
C -16.285 -16.791 16.866
O -15.244 -17.076 15.974
C -15.367 -16.500 14.628
N -17.325 -15.147 18.380
H -14.869 -14.092 18.755
H -13.963 -15.222 17.874
H -14.763 -15.666 19.360
H -16.238 -14.710 16.641
H -17.252 -16.890 16.373
H -16.100 -17.569 17.607
H -14.455 -16.677 14.057
H -15.533 -15.424 14.588
H -16.193 -17.018 14.141
H -17.246 -15.838 19.113
H -18.223 -15.321 17.953
C -11.953 -11.499 10.438
C -11.602 -12.949 9.917
C -11.604 -13.016 8.382
O -12.931 -13.117 7.943
C -13.053 -13.063 6.487
N -10.324 -13.391 10.490
H -11.207 -10.757 10.156
H -11.985 -11.533 11.527
H -12.859 -11.154 9.939
H -12.394 -13.587 10.311
H -10.921 -13.785 8.021
H -11.161 -12.084 8.030
H -12.469 -13.855 6.018
H -12.628 -12.104 6.189
H -14.085 -13.225 6.177
H -9.575 -13.377 9.813
H -10.487 -14.367 10.692
C -9.492 -13.407 5.313
C -9.575 -14.863 5.071
C -9.328 -15.210 3.562
O -7.979 -15.071 3.193
C -7.752 -15.321 1.848
N -8.603 -15.528 5.960
H -8.572 -12.957 4.938
H -9.600 -13.133 6.363
H -10.368 -13.039 4.781
H -10.584 -15.209 5.294
H -9.959 -14.499 3.028
H -9.623 -16.249 3.415
H -8.617 -15.103 1.222
H -7.660 -16.401 1.730
H -6.869 -14.819 1.452
H -8.577 -16.537 5.926
H -7.718 -15.262 5.551
C -17.189 -19.627 7.752
C -17.112 -18.833 6.462
C -16.364 -17.484 6.581
O -16.873 -16.618 7.576
C -18.311 -16.312 7.372
N -16.480 -19.723 5.506
H -17.967 -19.190 8.378
H -16.231 -19.725 8.263
H -17.511 -20.650 7.557
H -18.147 -18.737 6.135
H -16.393 -17.044 5.584
H -15.306 -17.616 6.806
H -18.600 -15.605 8.149
H -19.021 -17.139 7.374
H -18.552 -15.674 6.522
H -16.469 -19.225 4.628
H -17.060 -20.527 5.312
C -12.160 -20.142 5.264
C -11.723 -20.933 4.030
C -12.206 -22.452 4.088
O -11.569 -23.199 3.007
C -12.076 -24.533 2.910
N -12.180 -20.263 2.857
H -13.208 -20.173 5.562
H -11.824 -19.105 5.241
H -11.718 -20.652 6.120
H -10.640 -20.998 3.933
H -13.293 -22.422 4.021
H -11.876 -22.934 5.008
H -12.079 -25.187 3.782
H -11.520 -25.037 2.120
H -13.121 -24.448 2.612
H -11.911 -19.300 2.712
H -11.761 -20.711 2.055
C -13.373 -21.325 8.945
C -12.092 -20.975 9.705
C -11.557 -22.124 10.585
O -10.487 -21.652 11.341
C -9.964 -22.516 12.270
N -11.174 -20.599 8.687
H -13.621 -20.523 8.250
H -14.231 -21.478 9.600
H -13.362 -22.217 8.319
H -12.397 -20.178 10.383
H -11.140 -22.849 9.886
H -12.304 -22.498 11.285
H -9.358 -22.063 13.054
H -9.283 -23.258 11.854
H -10.824 -22.992 12.742
H -10.255 -20.604 9.107
H -11.285 -19.623 8.451
C -7.437 -19.060 9.517
C -7.548 -18.179 8.262
C -8.122 -18.946 7.002
O -8.007 -18.212 5.816
C -8.439 -18.821 4.598
N -8.359 -17.036 8.589
H -8.428 -19.432 9.776
H -6.986 -18.537 10.360
H -6.802 -19.915 9.285
H -6.551 -17.799 8.041
H -9.151 -19.250 7.196
H -7.656 -19.913 6.815
H -8.041 -19.824 4.444
H -8.072 -18.215 3.770
H -9.514 -18.857 4.425
H -8.527 -16.533 7.730
H -9.301 -17.386 8.686
C -12.228 -19.783 15.187
C -11.992 -20.105 16.662
C -12.199 -18.836 17.522
O -11.789 -19.060 18.856
C -11.939 -17.940 19.673
N -12.942 -21.110 17.101
H -13.229 -19.418 14.957
H -11.941 -20.667 14.618
H -11.582 -18.981 14.828
H -10.942 -20.383 16.756
H -13.227 -18.474 17.512
H -11.641 -17.980 17.143
H -11.430 -18.310 20.564
H -12.968 -17.800 20.003
H -11.333 -17.067 19.430
H -12.783 -22.003 16.656
H -12.731 -21.224 18.082
```

---

For reference, energy relative to the best compared isomer or geometry (same formula, charge and spin) by record: 125.0; 126.0 kcal per mole.